1.
Here is C38H45N5O2P2Sn as an isolated structure from OMol25. Energies are from ωB97M-V with the def2-TZVPD basis set.

```
! wB97M-V def2-TZVPD RIJCOSX def2/J DEFGRID3
* xyz 2 1
Sn 0.604 0.807 0.915
C 1.370 -1.704 -1.387
P -0.337 -2.170 -1.817
C -0.210 -3.770 -2.606
C 0.959 -4.360 -3.098
C 0.909 -5.615 -3.676
C -0.304 -6.290 -3.777
C -1.470 -5.716 -3.292
C -1.422 -4.464 -2.701
C 0.559 -0.925 -4.312
C 1.412 0.160 -4.249
C 2.421 0.239 -5.199
C 2.557 -0.749 -6.165
C 1.675 -1.819 -6.202
C 0.649 -1.912 -5.271
C 1.545 -2.093 0.050
C 1.825 -3.330 0.579
C 1.927 -3.164 1.984
C 1.684 -1.841 2.246
C 1.836 -1.084 3.531
P 0.750 0.386 3.530
C 1.469 1.680 4.542
C 1.790 2.909 3.970
C 2.363 3.905 4.747
C 2.614 3.673 6.091
C 2.293 2.448 6.666
C 1.720 1.451 5.897
C -0.808 -0.111 4.294
C -1.583 0.826 4.977
C -2.813 0.456 5.500
C -3.279 -0.842 5.337
C -2.511 -1.778 4.657
C -1.277 -1.418 4.134
N 1.423 -1.170 1.065
H 1.491 -0.626 -1.507
H 2.119 -2.162 -2.031
H 1.913 -3.853 -3.037
H 1.816 -6.073 -4.048
H -0.334 -7.272 -4.230
H -2.410 -6.247 -3.363
H -2.328 -4.023 -2.302
H 1.281 0.934 -3.505
H 3.101 1.080 -5.181
H 3.348 -0.677 -6.899
H 1.770 -2.579 -6.966
H -0.062 -2.727 -5.292
H 1.980 -4.240 0.020
H 2.191 -3.918 2.709
H 2.857 -0.703 3.643
H 1.624 -1.710 4.398
H 1.599 3.092 2.918
H 2.617 4.859 4.304
H 3.062 4.449 6.697
H 2.492 2.272 7.715
H 1.464 0.500 6.350
H -1.218 1.837 5.117
H -3.404 1.180 6.045
H -4.237 -1.127 5.750
H -2.866 -2.794 4.546
H -0.674 -2.160 3.619
N -1.457 -0.225 1.029
C -2.659 0.551 0.600
C -3.444 1.136 1.783
C -3.285 2.650 1.868
C -1.845 3.092 2.146
N -1.430 4.163 1.240
H -1.341 -1.038 0.424
H -1.615 -0.594 1.967
H -3.289 -0.103 -0.003
H -2.313 1.354 -0.050
H -3.121 0.668 2.719
H -4.500 0.887 1.671
H -3.959 3.059 2.622
H -3.599 3.071 0.909
H -1.168 2.244 1.975
H -1.734 3.346 3.207
H -0.530 4.542 1.510
H -2.088 4.935 1.286
C -3.668 2.559 -3.665
C -2.320 2.128 -3.175
N -1.581 2.758 -2.345
O -2.170 3.913 -1.902
C -1.754 0.839 -3.677
C -2.063 0.423 -5.075
N -1.067 0.205 -2.803
O -0.509 -1.071 -3.358
H -4.022 3.411 -3.095
H -4.387 1.743 -3.578
H -3.621 2.850 -4.715
H -1.571 4.274 -1.215
H -3.089 0.689 -5.319
H -1.918 -0.639 -5.238
H -1.410 0.979 -5.753
*
```

Calculated values
- energy above the lowest of the compared OMol25 structures with the same formula, charge and spin (kJ/mol) = 49.13
- HOMO (eV) = -12.67
- lowest unoccupied orbital energy (eV) = -5.070
- Kohn-Sham gap (eV) = 7.5954


2.
Here is a 2-piece molecular cluster, C3H7N3 overall from OMol25. Energies are from ωB97M-V with the def2-TZVPD basis set.

```
! wB97M-V def2-TZVPD RIJCOSX def2/J DEFGRID3
* xyz 0 1
H -1.827 -0.757 -1.269
N -1.203 -1.456 -0.867
C -0.100 -0.943 -0.394
N -0.115 0.462 0.124
C -0.682 0.875 1.390
H 0.397 -1.634 0.294
H -0.216 1.140 -0.622
H -0.979 1.926 1.341
H -1.589 0.320 1.644
H 0.091 0.772 2.151
C 1.796 -0.431 -1.249
N 1.892 0.611 -0.654
H 2.536 -0.885 -1.889
*
```

Calculated values
- energy above the lowest of the compared OMol25 structures with the same formula, charge and spin (kJ/mol) = 429.08
- HOMO (eV) = -8.46
- lowest unoccupied orbital energy (eV) = -0.123
- Kohn-Sham gap (eV) = 8.3343
- SMILES string = [H]/N=C\NC.C#N


Table of maximum force (eV/A), in record order: 0.61 5.26